A molecular structure, C38H43ClCoN5O5. Source: the OMol25 dataset; level of theory: the ωB97M-V functional and the def2-TZVPD basis.

Geometry as ORCA input:
```
! wB97M-V def2-TZVPD RIJCOSX def2/J DEFGRID3
* xyz 2 5
Co -0.446 -1.830 -0.221
O -0.396 -1.876 2.043
C -1.038 -2.832 2.851
C -1.663 -4.444 0.946
O -2.245 -5.255 1.497
O -1.111 -3.784 0.131
C -2.244 -2.333 3.532
C -3.400 -3.098 3.663
C -4.485 -2.616 4.382
C -4.437 -1.361 4.973
C -3.294 -0.583 4.841
C -2.208 -1.066 4.128
C -0.181 -3.875 3.329
C 1.167 -3.942 2.915
C 2.013 -4.899 3.440
C 1.538 -5.827 4.362
C 0.202 -5.796 4.749
C -0.653 -4.838 4.242
H -0.674 -1.001 2.356
H -3.474 -4.065 3.178
H -5.374 -3.225 4.476
H -5.282 -0.994 5.540
H -3.237 0.390 5.312
H -1.300 -0.464 4.115
H 1.546 -3.214 2.210
H 3.053 -4.923 3.139
H 2.206 -6.568 4.780
H -0.171 -6.521 5.460
H -1.686 -4.819 4.564
C 0.226 -1.815 -4.600
C 0.470 -2.180 -3.172
O -0.287 -1.756 -2.269
N 1.514 -2.963 -2.907
C 1.799 -3.495 -1.577
C 2.429 -2.477 -0.655
C 3.796 -2.445 -0.451
C 4.334 -1.511 0.421
C 3.485 -0.617 1.052
C 2.134 -0.698 0.791
N 1.606 -1.612 -0.036
H -0.397 -2.585 -5.059
H 1.154 -1.739 -5.165
H -0.313 -0.872 -4.652
H 2.067 -3.294 -3.682
H 2.465 -4.345 -1.691
H 0.870 -3.869 -1.146
H 4.432 -3.154 -0.964
H 5.399 -1.480 0.599
H 3.860 0.136 1.731
H 1.442 -0.002 1.249
C -0.256 5.658 -1.067
C -0.980 4.345 -0.722
C 0.055 3.392 -0.103
C -2.034 4.713 0.334
C -1.667 3.737 -1.992
O -2.366 4.726 -2.732
C -0.737 2.952 -2.946
C 0.384 3.703 -3.701
C 1.787 3.351 -3.254
C 2.175 2.018 -3.135
C 3.447 1.670 -2.713
C 4.360 2.669 -2.411
Cl 5.953 2.239 -1.865
C 4.015 3.998 -2.549
C 2.732 4.329 -2.970
C -2.869 2.808 -1.642
N -2.571 1.595 -0.862
C -1.923 0.502 -1.234
N -1.767 -0.299 -0.172
C -2.414 0.375 0.830
N -2.906 1.516 0.448
H 0.298 5.993 -0.188
H -0.962 6.452 -1.316
H 0.468 5.554 -1.872
H 0.341 3.773 0.880
H 0.961 3.325 -0.709
H -0.332 2.380 0.044
H -1.564 5.329 1.103
H -2.466 3.843 0.829
H -2.837 5.305 -0.110
H -1.767 5.440 -2.977
H -1.407 2.515 -3.693
H -0.278 2.138 -2.392
H 0.244 4.780 -3.654
H 0.305 3.454 -4.761
H 1.473 1.229 -3.389
H 3.740 0.632 -2.628
H 4.741 4.771 -2.333
H 2.468 5.375 -3.072
H -3.318 2.502 -2.584
H -3.609 3.362 -1.076
H -1.585 0.282 -2.229
H -2.543 0.001 1.835
*
```

Its highest occupied orbital energy (alpha / beta) is -12.356 / -13.088 eV. The LUMO energy (alpha / beta) comes out at -5.3116 / -6.1835 eV. The frontier orbital gap (alpha / beta) comes out at 7.045 / 6.905 eV.

---

A gas-phase ion, C8H10N3O2 (charge +1) in a non-equilibrium geometry. Source: the OMol25 dataset; level of theory: the ωB97M-V functional and the def2-TZVPD basis.

Geometry as ORCA input:
```
! wB97M-V def2-TZVPD RIJCOSX def2/J DEFGRID3
* xyz 1 1
C -2.223 -1.756 0.106
C -1.154 0.056 -0.127
C -0.210 -0.992 -0.099
C 0.534 1.808 -0.091
C -0.760 1.429 -0.163
C 1.576 0.879 -0.074
C 1.237 -0.671 -0.242
C -1.912 2.393 -0.095
N -2.391 -0.498 0.069
N -0.883 -2.142 0.048
N 2.099 -1.202 0.926
O 2.745 1.105 0.160
O 1.699 -0.976 -1.513
H -3.081 -2.487 0.254
H 0.754 2.788 0.017
H -2.582 1.959 0.683
H -2.151 2.332 -1.155
H -1.758 3.454 0.212
H -0.729 -3.089 -0.190
H 2.838 -0.371 1.028
H 2.658 -2.039 0.650
H 1.582 -1.624 1.680
H 2.111 -0.356 -2.085
*
```

Its structure (SMILES) is CC1=CC(=O)[C@]([NH3+])(O)c2[nH]cnc21. Its highest occupied orbital energy is -12.644 eV. The LUMO energy comes out at -4.4419 eV. The frontier orbital gap comes out at 8.202 eV.

---

2 unconnected molecules or ions with the total composition C5H11O4PS2 in a non-equilibrium geometry. Source: the OMol25 dataset; level of theory: the ωB97M-V functional and the def2-TZVPD basis.

Geometry as ORCA input:
```
! wB97M-V def2-TZVPD RIJCOSX def2/J DEFGRID3
* xyz -2 1
C -1.913 -0.449 1.325
C -2.719 -0.490 -0.958
C -0.245 -1.036 -0.518
C 0.055 2.107 0.498
C -1.493 -0.245 -0.091
O 5.003 -2.010 0.048
O 5.491 0.476 0.822
O 5.004 -0.146 -1.698
O -2.237 2.410 -0.452
P 4.874 -0.586 -0.328
S 3.565 0.513 0.971
S -1.003 1.605 -0.633
H -2.635 0.246 1.577
H -2.442 -1.390 1.379
H -1.060 -0.212 1.969
H -2.869 -1.638 -1.201
H -2.650 -0.009 -1.879
H -3.713 -0.188 -0.540
H -0.393 -2.221 -0.498
H 0.102 -0.823 -1.520
H 0.524 -0.819 0.083
H -0.311 2.771 1.371
H 1.065 2.134 0.272
*
```

Its highest occupied orbital energy is 0.168 eV. The LUMO energy comes out at 5.5143 eV. The frontier orbital gap comes out at 5.346 eV.

---

C4H10ClNSi in the gas phase in a non-equilibrium geometry. Source: the OMol25 dataset; level of theory: the ωB97M-V functional and the def2-TZVPD basis.

Geometry as ORCA input:
```
! wB97M-V def2-TZVPD RIJCOSX def2/J DEFGRID3
* xyz 0 3
C 0.424 2.410 -0.949
C 0.999 1.222 -1.191
C -1.725 -1.657 -0.127
C 0.375 0.122 1.868
N -0.235 -1.715 -0.456
Si 0.994 -0.232 0.055
Cl 3.085 -0.708 -0.223
H 0.213 3.199 -1.771
H 0.196 2.673 -0.022
H 1.205 0.959 -2.235
H -2.225 -0.932 -0.811
H -2.128 -2.551 -0.444
H -1.890 -1.428 0.907
H 0.214 -0.856 2.336
H 1.206 0.602 2.331
H -0.386 0.826 2.165
H -0.324 -1.935 -1.434
*
```

Its highest occupied orbital energy (alpha / beta) is -3.837 / -9.159 eV. The LUMO energy (alpha / beta) comes out at 0.5509 / -3.0426 eV. The frontier orbital gap (alpha / beta) comes out at 4.388 / 6.116 eV.

---

C7H14S2 in the gas phase in a non-equilibrium geometry. Source: the OMol25 dataset; level of theory: the ωB97M-V functional and the def2-TZVPD basis.

Geometry as ORCA input:
```
! wB97M-V def2-TZVPD RIJCOSX def2/J DEFGRID3
* xyz 0 1
C 1.056 -0.906 -1.801
C 1.359 -1.886 0.339
C 1.060 -0.445 -0.327
C -1.510 -0.533 -0.287
C -0.256 1.751 -0.423
C -0.178 0.419 1.744
C -0.230 0.293 0.175
S 1.028 -2.753 -1.272
S 2.521 0.583 -0.044
H 0.233 -0.713 -2.573
H 1.955 -0.915 -2.301
H 2.483 -2.056 0.721
H 0.676 -2.156 1.011
H -2.385 -0.087 0.224
H -1.147 -1.567 -0.079
H -1.575 -0.460 -1.408
H -1.367 1.877 -0.469
H 0.375 2.352 0.342
H 0.197 1.687 -1.464
H -0.137 -0.588 2.248
H -1.052 0.975 1.986
H 0.846 0.858 1.966
H 3.435 -0.441 -0.306
*
```

Its structure (SMILES) is CC(C)(C)C1(S)CSC1. Its highest occupied orbital energy is -8.697 eV. The LUMO energy comes out at 0.6350 eV. The frontier orbital gap comes out at 9.332 eV.

---

C5H5NO in the gas phase in a non-equilibrium geometry. Source: the OMol25 dataset; level of theory: the ωB97M-V functional and the def2-TZVPD basis.

Geometry as ORCA input:
```
! wB97M-V def2-TZVPD RIJCOSX def2/J DEFGRID3
* xyz 0 1
O -1.906 0.324 -0.298
C -1.042 -0.647 0.213
C 0.397 -0.505 -0.376
C 0.790 0.906 -0.296
C 0.932 2.098 -0.214
C 1.326 -1.379 0.358
N 2.017 -2.086 0.959
H -1.576 1.184 0.003
H -0.971 -0.613 1.311
H -1.443 -1.620 -0.078
H 0.397 -0.817 -1.428
H 1.079 3.154 -0.153
*
```

Its structure (SMILES) is C#C[C@@H](C#N)CO. Its highest occupied orbital energy is -10.797 eV. The LUMO energy comes out at 0.7127 eV. The frontier orbital gap comes out at 11.510 eV.

---

A molecular structure, C30H29CaIN2OSi in a non-equilibrium geometry. Source: the OMol25 dataset; level of theory: the ωB97M-V functional and the def2-TZVPD basis.

Geometry as ORCA input:
```
! wB97M-V def2-TZVPD RIJCOSX def2/J DEFGRID3
* xyz 0 1
C -0.788 0.283 4.777
C -2.274 0.346 4.407
H -0.497 -0.729 5.082
H -0.578 0.927 5.644
H -0.122 0.610 3.945
H -2.496 -0.192 3.485
H -2.856 -0.108 5.214
H -2.622 1.381 4.357
C 2.675 -1.470 -0.511
C 3.531 -2.210 -1.352
C 2.996 -2.711 -2.538
C 1.669 -2.452 -2.847
H 3.067 -1.016 0.413
H 4.554 -2.369 -1.057
H 3.586 -3.297 -3.226
H 1.214 -2.789 -3.774
N 1.367 -1.279 -0.748
C 0.872 -1.729 -1.940
C -0.530 -1.377 -2.296
N -1.249 -0.658 -1.380
C -2.456 -0.195 -1.767
C -2.331 -1.321 -3.893
C -3.038 -0.519 -2.998
H -2.974 0.461 -1.056
H -4.033 -0.150 -3.229
C -1.053 -1.738 -3.552
H -0.450 -2.342 -4.233
H -2.754 -1.628 -4.839
Ca -0.066 0.011 0.768
I 2.021 0.103 2.764
O 0.174 1.934 -0.156
Si 0.605 3.482 -0.257
C -0.716 4.646 -0.942
C -0.429 5.793 -1.700
C -1.429 6.749 -1.955
C -2.719 6.557 -1.453
C -3.023 5.387 -0.748
C -2.037 4.414 -0.540
C 1.014 3.919 1.531
C 2.320 4.097 1.997
C 2.546 4.219 3.380
C 1.480 4.053 4.271
C 0.184 3.787 3.804
C -0.051 3.749 2.421
C 2.136 3.959 -1.212
C 2.714 3.009 -2.054
C 3.916 3.306 -2.713
C 4.512 4.567 -2.556
C 3.910 5.535 -1.749
C 2.718 5.230 -1.078
H 0.578 5.990 -2.071
H -1.190 7.659 -2.508
H -3.498 7.310 -1.621
H -4.020 5.239 -0.322
H -2.294 3.485 -0.015
H 3.164 4.134 1.306
H 3.553 4.417 3.745
H 1.652 4.109 5.346
H -0.646 3.595 4.489
H -1.062 3.565 2.045
H 2.230 2.034 -2.179
H 4.382 2.547 -3.339
H 5.452 4.785 -3.070
H 4.364 6.522 -1.632
H 2.253 5.999 -0.449
*
```

Its highest occupied orbital energy is -7.762 eV. The LUMO energy comes out at -1.0595 eV. The frontier orbital gap comes out at 6.702 eV.

---

A molecular structure, C5H9N in a non-equilibrium geometry. Source: the OMol25 dataset; level of theory: the ωB97M-V functional and the def2-TZVPD basis.

Geometry as ORCA input:
```
! wB97M-V def2-TZVPD RIJCOSX def2/J DEFGRID3
* xyz -1 2
C 1.953 0.562 0.280
C 0.797 -0.452 -0.068
C -0.547 0.229 -0.339
C -1.140 -0.110 -1.557
C -1.734 0.033 1.236
N -0.912 1.057 0.737
H 1.739 0.825 1.306
H 1.973 1.338 -0.487
H 2.872 -0.016 0.130
H 1.125 -1.064 -0.925
H 0.784 -1.140 0.780
H -0.491 -0.471 -2.345
H -2.200 -0.189 -1.759
H -1.429 -0.606 2.075
H -2.791 0.005 0.936
*
```

Its highest occupied orbital energy (alpha / beta) is -1.282 / -1.739 eV. The LUMO energy (alpha / beta) comes out at 4.4719 / 4.4669 eV. The frontier orbital gap (alpha / beta) comes out at 5.754 / 6.206 eV.